# 1
{
  "formula": "C5H7N3O",
  "method": "ωB97M-V/def2-TZVPD",
  "homo_lumo_gap_ev": 8.0,
  "e_above_lowest_kcal_mol": 105.0,
  "smiles": "N=C=C(O)/C=C\\C=N\\N",
  "symbols": ["N", "C", "C", "O", "C", "C", "C", "N", "N", "H", "H", "H", "H", "H", "H", "H"],
  "xyz": [[-0.4302, 2.0792, 0.6422], [0.2188, 1.1261, 1.0229], [0.6122, 0.0236, 1.6090], [0.6382, -0.1362, 2.9916], [0.7967, -1.2893, 0.9537], [0.6846, -1.5851, -0.3760], [0.0455, -0.9252, -1.4365], [-0.4477, 0.2265, -1.1970], [-1.1988, 0.9998, -2.0877], [-0.0813, 2.9195, 0.2041], [0.3998, 0.6710, 3.3390], [1.2760, -1.9884, 1.5790], [0.9752, -2.5791, -0.6062], [-0.1499, -1.6338, -2.3359], [-1.6871, 1.6930, -1.5373], [-1.6520, 0.3986, -2.7649]]
}

# 2
{
  "formula": "C31H50O3P2Ti",
  "method": "ωB97M-V/def2-TZVPD",
  "homo_lumo_gap_ev": [7.3, 7.6],
  "charge": 1,
  "multiplicity": 2,
  "s2": 0.76,
  "symbols": ["Ti", "C", "C", "C", "C", "C", "C", "H", "H", "H", "C", "H", "H", "H", "C", "H", "H", "H", "C", "H", "H", "H", "C", "H", "H", "H", "C", "C", "C", "C", "C", "C", "C", "C", "H", "H", "H", "H", "H", "H", "H", "H", "H", "H", "H", "H", "P", "C", "H", "H", "H", "C", "H", "H", "H", "C", "H", "H", "H", "P", "C", "H", "H", "H", "C", "H", "H", "H", "C", "H", "H", "H", "O", "C", "C", "C", "C", "C", "C", "C", "O", "O", "H", "H", "H", "H", "H"],
  "xyz": [[-0.1221, -0.0690, 0.1986], [-1.7836, 1.5737, 0.2386], [-2.1104, 0.6643, -0.8272], [-2.1169, -0.5452, 1.1611], [-1.7985, 0.8299, 1.4695], [-2.3065, -0.6482, -0.2619], [-1.6970, 3.0557, 0.1077], [-1.2984, 3.3479, -0.8734], [-1.0593, 3.4961, 0.8825], [-2.6954, 3.5137, 0.2061], [-1.7484, 1.3999, 2.8356], [-1.4943, 2.4615, 2.8218], [-1.0132, 0.8867, 3.4619], [-2.7191, 1.2908, 3.3341], [-2.4175, -1.6155, 2.1437], [-3.5025, -1.7942, 2.2089], [-2.0677, -1.3453, 3.1444], [-1.9458, -2.5688, 1.8626], [-2.8941, -1.8047, -0.9920], [-3.9865, -1.6936, -1.0903], [-2.7069, -2.7516, -0.4789], [-2.4778, -1.8759, -2.0063], [-2.5779, 1.0706, -2.1696], [-3.6137, 1.4447, -2.1517], [-2.5472, 0.2249, -2.8570], [-1.9490, 1.8545, -2.5979], [1.5523, 0.4165, -2.8960], [0.5306, 1.2590, -3.0964], [-0.0675, 1.4629, -4.4590], [-0.9852, 0.3388, -5.0237], [-1.0766, -0.9503, -4.2494], [-0.0089, -1.7440, -4.1044], [1.3082, -1.4054, -4.7409], [2.1774, -0.3155, -4.0518], [0.7297, 1.6343, -5.2009], [-0.6325, 0.1317, -6.0477], [-0.6533, 2.3930, -4.4406], [2.4674, 0.4034, -4.8369], [2.0538, 0.3078, -1.9267], [0.1797, 1.9372, -2.3095], [3.1144, -0.7817, -3.7168], [1.9103, -2.3233, -4.8013], [-0.0929, -2.7501, -3.6916], [1.1448, -1.0748, -5.7798], [-1.9970, 0.7559, -5.1325], [-2.0839, -1.3025, -4.0049], [1.7443, 1.9404, 0.4541], [1.6236, 2.8445, 2.0540], [2.4608, 3.5515, 2.1375], [1.6684, 2.1383, 2.8948], [0.6757, 3.3940, 2.0979], [3.4518, 1.2860, 0.5014], [4.1348, 2.0720, 0.8478], [3.7419, 0.9481, -0.4998], [3.4844, 0.4401, 1.1993], [1.8641, 3.3215, -0.7425], [2.0962, 2.9168, -1.7364], [2.6471, 4.0275, -0.4268], [0.8959, 3.8403, -0.7897], [0.9788, -2.5006, -0.2667], [-0.1163, -3.7220, -1.0781], [0.4483, -4.6120, -1.3905], [-0.5912, -3.2631, -1.9529], [-0.9026, -4.0179, -0.3703], [2.5007, -2.4573, -1.2778], [2.2606, -2.2632, -2.3315], [3.0652, -3.3952, -1.1874], [3.1227, -1.6317, -0.9060], [1.4914, -3.3858, 1.2497], [1.9437, -4.3633, 1.0123], [0.6041, -3.5509, 1.8814], [2.2120, -2.7728, 1.8124], [2.7247, 0.6588, 5.1616], [1.5231, 0.1211, 5.4219], [1.0699, 0.0994, 6.7489], [0.0483, -0.7653, 7.1096], [-0.5269, -1.6178, 6.1529], [-0.1244, -1.5576, 4.8164], [0.8055, -0.5968, 4.4077], [1.3497, -0.4946, 3.0356], [2.5929, -0.4871, 2.8878], [0.5284, -0.4545, 2.0221], [2.9801, 0.2924, 4.2553], [1.5869, 0.7244, 7.4826], [-0.3144, -0.7689, 8.1339], [-1.2946, -2.3322, 6.4515], [-0.4739, -2.2869, 4.0864]]
}

# 3
{
  "formula": "C38H31Cl7MoN5O7PS3",
  "method": "ωB97M-V/def2-TZVPD",
  "homo_lumo_gap_ev": [4.5, 7.0],
  "charge": -1,
  "multiplicity": 4,
  "s2": 3.78,
  "symbols": ["Mo", "O", "C", "N", "C", "O", "C", "C", "C", "C", "C", "N", "C", "C", "C", "C", "C", "N", "H", "H", "H", "H", "H", "H", "H", "H", "C", "C", "O", "P", "S", "S", "O", "C", "C", "H", "H", "H", "H", "H", "H", "H", "H", "H", "H", "Cl", "C", "C", "Cl", "C", "Cl", "C", "O", "C", "O", "C", "Cl", "Cl", "C", "C", "C", "C", "C", "C", "N", "C", "C", "N", "C", "O", "C", "C", "C", "Cl", "S", "C", "C", "C", "Cl", "C", "H", "H", "H", "H", "H", "H", "H", "H", "H", "H", "H", "H", "H"],
  "xyz": [[1.3821, -0.1521, 2.0799], [-1.5875, 1.2979, 4.7311], [-0.8399, 0.6310, 4.0205], [0.3744, 1.0460, 3.4614], [0.7984, 2.3467, 3.6261], [0.1569, 3.3158, 3.9838], [2.2370, 2.4080, 3.2984], [2.9994, 3.5539, 3.4533], [4.3613, 3.4793, 3.2585], [4.9167, 2.2357, 2.9639], [4.0862, 1.1552, 2.7769], [2.7520, 1.2357, 2.8898], [-1.0941, -0.7524, 3.6871], [-2.2731, -1.3918, 4.0884], [-2.4657, -2.7157, 3.7970], [-1.4092, -3.4107, 3.1450], [-0.2723, -2.7367, 2.7932], [-0.0923, -1.4105, 2.9915], [2.4840, 4.4694, 3.7061], [4.9894, 4.3549, 3.3512], [5.9851, 2.1169, 2.8556], [4.4842, 0.1862, 2.5197], [-2.9962, -0.7903, 4.6233], [-3.3731, -3.2314, 4.0826], [-1.4806, -4.4676, 2.9309], [0.5309, -3.2860, 2.3295], [6.4351, 3.3341, -1.2297], [5.2905, 2.3669, -1.4552], [4.1065, 2.9818, -0.9462], [2.6947, 2.2307, -0.9091], [3.0141, 0.4647, 0.0616], [1.3090, 3.4907, -0.3798], [2.5856, 1.8344, -2.4836], [1.3561, 1.3371, -3.0272], [1.1679, -0.1636, -2.8518], [7.3839, 2.8661, -1.4930], [6.4579, 3.6324, -0.1813], [6.2947, 4.2303, -1.8335], [5.4593, 1.4191, -0.9371], [5.1577, 2.1639, -2.5200], [1.3898, 1.5883, -4.0894], [0.5204, 1.8778, -2.5711], [2.0318, -0.7006, -3.2447], [0.2802, -0.4720, -3.4098], [1.0447, -0.4318, -1.8043], [3.4029, -6.2702, -0.3138], [3.2616, -4.8270, 0.6212], [4.0668, -4.6397, 1.7364], [5.2065, -5.8503, 2.1979], [3.9530, -3.4662, 2.4904], [4.9311, -3.2103, 3.8910], [3.0348, -2.4857, 2.1357], [2.8373, -1.3735, 2.8096], [2.2221, -2.6669, 0.9799], [1.3595, -1.7111, 0.7241], [2.3371, -3.8429, 0.2508], [1.3159, -4.0616, -1.1268], [-5.9988, 3.6816, -4.2248], [-5.4579, 2.3554, -3.2584], [-4.2636, 2.4389, -2.5657], [-3.8348, 1.3512, -1.8274], [-4.5736, 0.1708, -1.7376], [-4.1053, -0.9893, -0.8819], [-3.8057, -0.5522, 0.5661], [-2.5600, 0.1647, 0.7119], [-2.4097, 1.4937, 1.0540], [-1.0782, 1.7087, 1.1813], [-0.4032, 0.5283, 0.9403], [-1.3313, -0.3682, 0.6543], [-2.9693, -1.7580, -1.3086], [-2.2010, -1.4814, -2.4767], [-2.9268, -1.5348, -3.7958], [-3.7431, -2.5500, -4.1979], [-4.1021, -3.9788, -3.3287], [-4.4311, -2.2695, -5.7579], [-3.5962, -0.7719, -5.8863], [-2.8404, -0.5188, -4.7909], [-5.7950, 0.1419, -2.4229], [-6.8475, -1.2367, -2.3522], [-6.2289, 1.2081, -3.1926], [-3.6686, 3.3409, -2.6049], [-2.8862, 1.4292, -1.3151], [-4.9278, -1.7017, -0.8047], [-3.7578, -1.4528, 1.1803], [-4.6134, 0.0777, 0.9361], [-3.2448, 2.1504, 1.2212], [-0.5731, 2.6306, 1.3920], [-1.1357, -1.3903, 0.3732], [-1.4490, -2.2729, -2.4600], [-1.6819, -0.5203, -2.3861], [-3.7230, -0.1663, -6.7689], [-2.2343, 0.3677, -4.6694], [-7.1634, 1.1415, -3.7308]]
}

# 4
{
  "formula": "C7H12ClNO3S",
  "method": "ωB97M-V/def2-TZVPD",
  "homo_lumo_gap_ev": 10.1,
  "e_above_lowest_kcal_mol": 0.0,
  "smiles": "O=CN(C1CCCCC1)S(=O)(=O)Cl",
  "symbols": ["O", "C", "N", "C", "C", "C", "C", "C", "C", "S", "O", "O", "Cl", "H", "H", "H", "H", "H", "H", "H", "H", "H", "H", "H", "H"],
  "xyz": [[-4.1237, 1.5632, -1.4246], [-2.9656, 1.2225, -1.3613], [-2.6386, 0.3714, -0.3620], [-1.3596, -0.1792, 0.1474], [-0.5834, -0.8628, -1.0140], [0.9384, -1.1214, -0.7720], [1.6521, 0.0386, 0.0598], [0.7535, 0.4005, 1.3315], [-0.6102, 0.9518, 0.8791], [-4.1557, -0.6821, 0.0855], [-4.7486, -0.9848, -1.1574], [-3.7336, -1.7406, 0.9581], [-5.1616, 0.6391, 1.1583], [-2.2041, 1.2888, -2.0631], [-1.5456, -0.8859, 0.8570], [-0.7905, -0.1570, -1.9088], [-1.1233, -1.7065, -1.3439], [1.4938, -1.2013, -1.7683], [1.0936, -1.9933, -0.1694], [2.5901, -0.3483, 0.5298], [1.8313, 0.8919, -0.5511], [0.6697, -0.6063, 1.7119], [1.3357, 1.1296, 1.9310], [-1.3094, 1.3369, 1.7591], [-0.3502, 1.7812, 0.2060]]
}

no.,largest force on an atom (eV/Å),E (eV),molar mass (g mol⁻¹)
1,3.330,-11811.83582,125.13
2,1.622,-80790.02177,580.55
3,1.712,-193007.38169,1140.98
4,4.707,-38441.72811,225.70